Below is a structure of composition C7H6F3NO3S, with properties calculated with the ωB97M-V functional and the def2-TZVPD basis.

```
21
C7H6F3NO3S, DFT the ωB97M-V functional and the def2-TZVPD basis
C -2.374 -1.475 -0.630
C -0.995 -1.112 -0.891
C -2.700 -1.218 0.669
C -0.369 -0.583 0.219
C 0.959 1.725 -0.446
C 1.001 -0.094 0.483
C 2.130 -0.745 -0.376
N -0.148 2.182 0.284
O -1.261 2.104 -0.164
O 0.018 2.411 1.480
O 1.406 0.225 1.727
F 1.845 -0.679 -1.744
F 2.252 -2.037 -0.221
F 3.293 -0.222 -0.156
S -1.434 -0.572 1.561
H -2.820 -1.858 -1.489
H -0.637 -1.323 -1.896
H -3.654 -1.385 0.999
H 0.615 1.517 -1.400
H 1.853 2.148 -0.168
H 1.022 0.991 2.158
```

Summary:
E_tot = -33971.876 eV
frontier orbital gap = 8.71 eV
HOMO level = -9.25 eV
energy above the lowest of the compared OMol25 structures with the same formula, charge and spin = 0.00 kJ/mol
spin multiplicity = 1

=====

Below is a structure of composition C33H47N8O5S2, with properties calculated with the ωB97M-V functional and the def2-TZVPD basis.

```
95
C33H47N8O5S2, DFT the ωB97M-V functional and the def2-TZVPD basis
C -2.116 6.384 -7.559
O -2.924 5.740 -6.600
C -2.435 5.718 -5.261
C -2.196 4.302 -4.773
C -1.007 3.556 -5.398
C 0.193 4.397 -5.818
S 1.004 5.283 -4.480
O 0.278 5.015 -3.251
O 1.049 6.684 -4.868
N 2.451 4.596 -4.526
S 3.505 5.124 -3.425
O 3.380 4.436 -2.163
O 4.816 5.157 -4.025
H -2.763 6.948 -8.234
H -1.553 5.658 -8.154
H -1.410 7.078 -7.094
H -1.532 6.329 -5.173
H -3.196 6.180 -4.625
H -3.107 3.731 -4.976
H -2.074 4.342 -3.690
H -1.338 3.007 -6.283
H -0.659 2.805 -4.685
H 0.962 3.762 -6.254
H -0.057 5.161 -6.552
H 3.130 6.402 -3.196
N 2.058 1.835 -3.178
C 3.273 1.303 -2.882
C 3.067 0.112 -2.232
C 1.660 -0.074 -2.131
C 1.070 1.016 -2.723
H 1.934 2.728 -3.643
H 4.178 1.824 -3.144
H 3.839 -0.549 -1.876
H 1.140 -0.908 -1.685
H 0.032 1.271 -2.854
N 3.874 -3.017 -0.890
C 2.987 -4.018 -1.172
C 3.686 -5.059 -1.719
C 5.052 -4.664 -1.775
C 5.135 -3.396 -1.263
H 3.624 -2.115 -0.524
H 1.937 -3.890 -0.972
H 3.266 -5.995 -2.048
H 5.877 -5.240 -2.158
H 5.974 -2.732 -1.145
N -0.775 -2.266 1.076
C 0.514 -2.717 1.177
C 0.542 -3.701 2.127
C -0.782 -3.844 2.627
C -1.573 -2.951 1.956
H -1.067 -1.524 0.466
H 1.293 -2.293 0.568
H 1.416 -4.250 2.437
H -1.114 -4.526 3.391
H -2.627 -2.743 2.035
N 4.063 -2.201 2.846
C 4.354 -2.746 4.066
C 4.085 -1.801 5.021
C 3.620 -0.639 4.346
C 3.625 -0.913 3.005
H 4.145 -2.683 1.968
H 4.707 -3.759 4.151
H 4.189 -1.932 6.085
H 3.295 0.283 4.798
H 3.333 -0.313 2.160
N 0.310 -0.522 5.073
C 0.517 -1.084 6.299
C 0.066 -0.201 7.246
C -0.425 0.942 6.558
C -0.256 0.713 5.218
H 0.564 -0.948 4.198
H 0.962 -2.060 6.393
H 0.078 -0.361 8.312
H -0.860 1.825 6.996
H -0.494 1.321 4.362
N -3.779 -2.851 -1.142
C -5.075 -2.431 -1.023
C -5.846 -3.223 -1.831
C -4.978 -4.156 -2.461
C -3.710 -3.901 -2.014
H -2.996 -2.460 -0.655
H -5.339 -1.609 -0.379
H -6.912 -3.141 -1.959
H -5.254 -4.925 -3.163
H -2.770 -4.374 -2.241
N -5.256 -1.335 7.940
C -5.478 -2.151 6.864
C -4.355 -2.122 6.080
C -3.418 -1.254 6.706
C -4.004 -0.785 7.849
H -5.911 -1.162 8.678
H -6.409 -2.679 6.748
H -4.218 -2.663 5.158
H -2.430 -1.001 6.360
H -3.636 -0.110 8.602
```

Summary:
net charge = -1
E_tot = -78811.321 eV
frontier orbital gap = 7.73 eV
HOMO level = -5.83 eV
spin multiplicity = 1

=====

Below is a cluster of 2 separate species, C3H6BrCl in total, with properties calculated with the ωB97M-V functional and the def2-TZVPD basis.

```
11
C3H6BrCl, DFT the ωB97M-V functional and the def2-TZVPD basis
C -0.015 0.509 -1.031
C -0.087 0.319 0.440
C -2.464 0.686 0.744
Cl -2.596 1.840 -0.677
Br -3.233 -1.012 0.198
H 0.806 -0.027 -1.467
H 0.130 1.490 -1.390
H -0.924 0.231 -1.476
H -0.024 -0.734 0.804
H 0.319 1.198 0.848
H -2.773 0.864 1.709
```

Summary:
E_tot = -85769.568 eV
frontier orbital gap = 8.70 eV
HOMO level = -8.63 eV
energy above the lowest of the compared OMol25 structures with the same formula, charge and spin = 183.56 kJ/mol
spin multiplicity = 1

=====

Below is a structure of composition C40H41OPdSi3Te, with properties calculated with the ωB97M-V functional and the def2-TZVPD basis.

```
87
C40H41OPdSi3Te, DFT the ωB97M-V functional and the def2-TZVPD basis
Pd 0.353 0.384 0.518
C 2.997 0.356 -1.421
Si 2.220 -0.829 -0.223
C 1.991 -2.538 -0.883
C 3.038 -0.810 1.464
C 4.430 -0.837 1.561
C 5.050 -0.937 2.798
C 4.284 -0.991 3.956
C 2.900 -0.930 3.875
C 2.265 -0.845 2.634
Si 0.399 -0.746 2.538
C -0.303 0.564 3.656
C -0.426 -2.393 2.637
H 3.855 -0.177 -1.848
H 3.358 1.268 -0.948
H 2.338 0.621 -2.250
H 2.945 -3.070 -0.805
H 1.686 -2.522 -1.929
H 1.244 -3.092 -0.315
H 5.044 -0.791 0.667
H 6.130 -0.974 2.861
H 4.766 -1.071 4.922
H 2.321 -0.951 4.792
H -0.174 0.186 4.678
H -1.370 0.715 3.496
H 0.221 1.517 3.588
H -0.093 -2.863 3.569
H -0.083 -3.023 1.817
H -1.514 -2.339 2.642
Te -0.407 3.095 -0.060
C 1.026 3.512 -1.552
C 0.631 3.370 -2.877
C 1.549 3.608 -3.892
C 2.841 4.004 -3.582
C 3.223 4.160 -2.255
C 2.319 3.905 -1.234
C 0.269 4.471 1.376
C -0.270 5.751 1.395
C 0.185 6.672 2.328
C 1.171 6.317 3.237
C 1.708 5.037 3.219
C 1.257 4.111 2.290
H -0.385 3.081 -3.120
H 1.248 3.496 -4.925
H 3.551 4.203 -4.374
H 4.228 4.480 -2.014
H 2.620 4.027 -0.201
H -1.040 6.035 0.689
H -0.235 7.669 2.344
H 1.522 7.040 3.962
H 2.478 4.758 3.926
H 1.681 3.113 2.272
O -0.358 -0.922 -0.699
Si -1.719 -1.786 -0.981
C -2.324 -1.086 -2.617
C -3.559 -1.466 -3.146
C -4.028 -0.927 -4.335
C -3.262 0.008 -5.019
C -2.031 0.396 -4.510
C -1.567 -0.145 -3.318
C -1.395 -3.619 -1.183
C -1.192 -4.115 -2.475
C -0.925 -5.460 -2.696
C -0.862 -6.338 -1.624
C -1.071 -5.869 -0.334
C -1.339 -4.525 -0.120
C -2.975 -1.509 0.377
C -3.963 -2.464 0.632
C -4.930 -2.256 1.607
C -4.929 -1.083 2.349
C -3.964 -0.115 2.104
C -3.004 -0.331 1.126
H -4.170 -2.195 -2.623
H -4.987 -1.236 -4.730
H -3.625 0.431 -5.947
H -1.429 1.117 -5.051
H -0.597 0.153 -2.935
H -1.243 -3.442 -3.323
H -0.774 -5.821 -3.705
H -0.661 -7.388 -1.793
H -1.038 -6.553 0.504
H -1.536 -4.190 0.891
H -3.970 -3.395 0.076
H -5.683 -3.012 1.789
H -5.683 -0.919 3.107
H -3.970 0.811 2.666
H -2.276 0.455 0.933
```

Summary:
net charge = +1
E_tot = -78595.821 eV
frontier orbital gap = 6.98 eV
HOMO level = -11.05 eV
energy above the lowest of the compared OMol25 structures with the same formula, charge and spin = 35.66 kJ/mol
spin multiplicity = 1